[1]
Here is a structure of composition C6H15N2O from the OMol25 dataset. Energies are from the ωB97M-V functional and the def2-TZVPD basis.

Geometry as XYZ:
```
24
Properties=species:S:1:pos:R:3:forces:R:3
C -0.42555 1.68935 0.11283 1.3 -1.6 -1.5
C 0.18587 1.26653 -1.19855 1.2 0.7 1.5
C -2.50776 -0.06879 0.67048 1.2 1.4 -0.7
C 1.16828 -2.12837 -1.04596 0.4 0.9 -1.8
C -1.35844 -0.56009 -0.28091 -2.6 -0.2 0.3
C 0.91086 -0.35672 0.74454 -0.7 -0.8 1.0
N 1.26896 -1.51081 0.29025 0.8 -1.2 -1.4
N -0.13014 0.23152 -0.14759 -0.5 1.0 -0.4
O 2.42336 1.72700 1.24104 3.3 -1.9 4.9
H 0.23305 1.90920 0.86239 1.6 1.2 1.6
H -1.42355 1.97209 0.32628 -0.4 0.2 -0.7
H -0.54460 1.28222 -1.99709 0.6 -0.3 -0.4
H 1.32600 1.41719 -1.31387 -2.2 -0.1 -0.2
H -2.43547 -0.34978 1.69218 0.9 0.2 1.1
H -2.71433 1.06129 0.55904 -0.3 -2.4 0.2
H -3.31042 -0.67484 0.39044 -1.8 -0.4 -0.9
H 2.06338 -2.69355 -1.46958 -0.8 1.0 1.3
H 0.33801 -2.79267 -1.15668 -0.6 -0.5 0.3
H 0.98201 -1.27509 -1.71000 0.1 -0.5 -0.3
H -1.82082 -0.29648 -1.28851 1.1 -1.2 0.9
H -1.17608 -1.65300 -0.00802 -0.2 1.6 -1.1
H 2.99629 1.36669 2.26703 -2.7 1.4 -5.1
H 1.82007 -2.11825 0.85752 0.5 0.3 1.1
H 2.13102 2.55537 1.60273 -0.2 1.1 0.1
```
Forces are in eV/Å.

Values from the calculation:
LUMO: -2.9 eV
HOMO level: -12.73 eV
Frontier orbital gap: 0.3607 Eh
Total charge: +1


[2]
Here is a cluster of 3 separate species, C3H4BrClO2 in total from the OMol25 dataset. Energies are from the ωB97M-V functional and the def2-TZVPD basis.

Geometry as XYZ:
```
11
Properties=species:S:1:pos:R:3:forces:R:3
C -0.85690 2.14197 1.15440 -2.2 1.9 -1.2
C -0.03239 -2.08976 0.48265 -4.2 0.7 -0.6
C -0.16414 -0.74195 -0.31339 0.3 -1.5 0.0
O -0.14619 1.48257 1.67988 2.1 -1.9 1.5
O -1.14469 -0.21889 -0.69550 0.4 -0.2 0.4
Cl 0.27996 3.68462 -1.22645 -0.3 0.9 1.5
Br 1.64786 0.00805 -0.88966 -0.7 -0.4 0.4
H 0.79931 -2.17734 1.02902 3.4 0.3 2.0
H -0.89840 -2.26253 1.22955 1.0 0.7 -1.5
H -0.00718 -2.97335 -0.14653 -0.3 0.2 -0.7
H 0.52276 3.14660 -2.30396 0.4 -0.8 -1.6
```
Forces are in eV/Å.

Values from the calculation:
LUMO: 0.4 eV
HOMO level: -10.59 eV
Frontier orbital gap: 0.4044 Eh
Total charge: 0


[3]
Here is a structure of composition C21H25N3O4S3Zn from the OMol25 dataset. Energies are from the ωB97M-V functional and the def2-TZVPD basis.

Geometry as XYZ:
```
57
Properties=species:S:1:pos:R:3:forces:R:3
Zn -0.50697 0.14633 0.66764 -0.7 0.3 0.2
N -2.13645 2.77041 3.62317 0.0 0.3 0.4
C -1.74975 1.89721 2.67238 -0.5 0.2 0.1
O -0.57027 1.76535 2.39538 0.4 -0.1 -0.2
C -2.85810 1.09074 2.03068 0.1 -0.1 -0.3
C -2.47234 0.57003 0.64733 0.2 0.0 0.1
H -1.43284 3.30159 4.11402 -0.1 -0.1 -0.1
H -3.10525 2.94233 3.82227 0.0 -0.1 0.0
H -3.77350 1.69134 2.00579 0.0 0.0 0.2
H -3.01877 0.24240 2.70243 -0.1 0.0 0.1
H -2.70386 1.33986 -0.08972 0.1 0.1 -0.2
H -3.11042 -0.27426 0.39985 0.0 -0.2 0.0
O 2.53137 2.68061 -1.61915 -0.2 0.0 0.0
C 3.59993 2.20628 -0.95111 0.1 -0.3 0.1
C 4.85373 2.76772 -1.19890 -0.2 0.1 -0.1
C 5.97088 2.30093 -0.53954 -0.1 0.0 0.0
C 5.86291 1.26492 0.37912 0.1 -0.1 0.1
C 4.62766 0.71311 0.64185 0.0 0.1 -0.1
C 3.48284 1.16816 -0.01303 0.1 0.3 -0.2
C 2.16720 0.60803 0.34922 0.2 -0.5 0.5
O 1.11966 0.86893 -0.36369 -0.3 0.5 0.3
N 2.18478 -0.14769 1.41675 1.2 -0.1 0.3
N 0.97692 -0.57077 1.82965 -0.9 -0.2 0.0
C 0.89880 -1.47423 2.71646 0.4 0.0 0.1
S 2.28128 -2.34396 3.38619 -0.2 0.0 0.1
C 1.26626 -3.28173 4.59157 0.3 0.3 -0.2
C -0.07866 -3.54034 3.95989 -0.2 0.3 -0.3
S -0.67053 -1.92538 3.34192 -0.1 -0.4 0.2
H 1.75694 2.15932 -1.29966 0.1 0.1 -0.1
H 4.91949 3.57614 -1.91076 0.0 0.1 -0.1
H 6.93351 2.75164 -0.73471 0.1 0.0 0.0
H 6.73842 0.89947 0.89559 0.1 0.0 0.0
H 4.50513 -0.08462 1.35709 0.1 0.0 0.1
H 1.16543 -2.67451 5.49116 0.0 -0.1 0.0
H 1.78844 -4.20574 4.82369 0.1 -0.1 0.0
H -0.79936 -3.92323 4.67751 -0.1 0.0 0.0
H -0.00650 -4.21682 3.10840 0.0 -0.1 0.1
C -4.69593 0.93417 -4.05360 0.0 0.0 0.0
C -3.42649 0.36784 -3.49682 0.1 0.1 0.0
C -2.19904 0.97432 -3.73085 -0.1 0.0 -0.1
C -1.02945 0.45762 -3.19602 0.1 0.0 0.1
C -1.09323 -0.67528 -2.40940 0.3 0.2 -0.1
C -2.31203 -1.28059 -2.14799 0.0 -0.2 0.0
C -3.46876 -0.77209 -2.69994 0.2 0.0 0.0
S 0.39398 -1.37253 -1.65710 -0.4 -1.1 -2.4
C 0.34418 -2.90766 -2.69078 0.2 0.5 0.5
O -0.09819 -1.84078 -0.33874 -0.1 -0.3 1.1
H -4.49383 1.76988 -4.71830 -0.1 0.1 0.0
H -5.33170 1.27696 -3.23696 -0.1 0.1 0.0
H -5.24771 0.17493 -4.60682 0.0 0.0 0.0
H -2.16025 1.86385 -4.34009 0.0 0.1 -0.1
H -0.08264 0.94770 -3.36564 0.1 0.1 0.0
H -2.34043 -2.14111 -1.49671 0.0 -0.1 0.1
H -4.41878 -1.24760 -2.50174 -0.1 -0.1 0.0
H -0.63053 -3.37406 -2.59539 -0.1 0.0 0.1
H 1.11435 -3.57690 -2.32060 0.1 0.0 0.1
H 0.53846 -2.63822 -3.72324 0.1 0.1 -0.1
```
Forces are in eV/Å.

Values from the calculation:
LUMO: 0.3 eV
HOMO level: -7.34 eV
Frontier orbital gap: 0.2826 Eh
Total charge: 0


[4]
Here is a structure of composition C22H51BLuN4O2Si2 from the OMol25 dataset. Energies are from the ωB97M-V functional and the def2-TZVPD basis.

Geometry as XYZ:
```
83
Properties=species:S:1:pos:R:3:forces:R:3
O -1.54951 -2.75178 -1.17964 -0.3 -0.9 2.3
O -2.19664 -1.27021 -2.80569 -0.3 1.8 -2.8
C -0.12733 -3.02277 -1.13965 0.3 0.2 -1.2
C 0.40108 -3.77262 0.05656 0.2 -0.2 0.7
H 0.38298 -2.05961 -1.26642 0.1 -0.1 0.2
H 0.07383 -3.60900 -2.04780 -0.2 0.2 0.2
H 0.66625 -3.08695 0.86204 -0.2 0.0 0.1
H 1.35005 -4.24586 -0.22000 -0.2 0.0 -0.1
H -0.25385 -4.55543 0.48406 0.2 0.3 -0.5
C -2.27011 -2.60208 0.13441 0.8 -0.2 -0.6
C -3.45663 -3.51286 -0.09655 -0.3 0.0 0.2
H -2.47381 -1.51943 0.26843 -0.1 -0.7 0.0
H -1.58324 -2.93191 0.95422 -0.8 0.3 -0.8
H -4.00551 -3.17494 -0.98726 0.1 -0.2 0.2
H -4.16515 -3.58235 0.72848 0.1 0.3 0.1
H -3.07919 -4.52507 -0.27846 -0.1 0.2 -0.1
C -3.06757 -0.05434 -2.66158 0.6 0.4 0.4
C -1.99355 -1.60653 -4.27565 0.1 -0.3 0.5
C -4.33880 -0.26334 -1.87003 -0.2 0.0 0.0
H -3.29294 0.30482 -3.67416 0.2 -0.3 0.3
H -2.37565 0.67656 -2.19368 -0.6 -0.4 -0.2
H -4.91269 -1.14748 -2.16563 0.3 0.0 -0.1
H -5.01029 0.59048 -2.04875 0.3 -0.1 0.0
H -4.14340 -0.29339 -0.80141 0.0 -0.1 0.1
C -3.19088 -2.48871 -4.57411 -0.5 0.3 -0.4
H -1.00337 -2.09533 -4.40249 -0.7 0.3 0.4
H -1.98992 -0.62978 -4.82841 0.1 -1.1 0.6
H -3.46366 -3.06664 -3.68350 0.1 0.0 -0.2
H -3.09159 -3.19922 -5.39941 0.2 0.3 0.0
H -4.01692 -1.80052 -4.79273 -0.1 -0.5 0.0
H -2.16244 -2.12214 -2.14140 0.9 0.5 0.6
Lu 0.86242 0.98815 1.12633 1.7 -0.2 1.6
C 0.47003 1.58779 -0.88028 -1.3 -1.8 -0.8
Si 1.03663 1.68367 -2.61219 0.2 0.0 -0.1
H -0.62002 1.79705 -0.92962 0.2 0.1 0.2
H 0.46986 0.41012 -0.78438 -0.3 0.8 -0.7
C 1.54748 0.07672 -3.43541 0.1 0.0 0.0
C 2.36363 2.98965 -2.58131 0.0 0.1 -0.5
C -0.45600 2.09291 -3.65411 -0.1 0.6 -0.4
C 2.95969 -0.10963 0.70901 -0.5 0.0 0.5
Si 3.97311 0.91661 1.91209 0.3 -0.5 -0.6
H 3.20855 0.02767 -0.34806 0.2 0.2 0.1
H 3.02354 -1.20318 0.89018 0.0 0.5 0.1
C 4.41448 2.56194 1.09059 0.1 0.0 -0.1
C 5.47924 -0.04793 2.53617 0.2 -0.1 0.1
C 2.96708 1.47838 3.43268 -0.1 -0.2 0.0
H -0.07399 2.72341 -4.47165 -0.5 -0.2 -0.1
H -1.24143 2.64259 -3.11034 0.3 0.0 -0.3
H -0.89290 1.16967 -4.06692 0.2 0.4 0.0
H 2.37774 -0.46053 -2.99217 0.2 -0.1 0.2
H 1.84952 0.36280 -4.44859 0.0 -0.2 0.0
H 0.68770 -0.60302 -3.51745 0.2 0.1 0.1
H 3.04464 2.80304 -1.73872 -0.2 0.1 -0.3
H 1.83210 3.93859 -2.40367 0.3 -0.1 0.0
H 2.93835 3.07047 -3.51512 -0.1 0.1 0.3
H 5.77249 -0.80449 1.79448 -0.1 0.2 0.1
H 5.25407 -0.59030 3.46722 0.0 0.1 -0.2
H 6.37197 0.56339 2.73504 -0.3 0.0 0.0
H 2.37359 0.68192 3.90326 0.2 0.2 0.0
H 2.29817 2.34169 3.26632 0.2 -0.1 0.0
H 3.72870 1.80340 4.15942 -0.3 0.0 -0.1
H 5.28757 3.01473 1.58573 -0.3 -0.1 -0.2
H 3.58394 3.28381 1.16517 0.2 -0.2 -0.1
H 4.65209 2.42522 0.02657 0.0 0.1 0.3
B -2.01011 1.07122 3.65664 -0.2 0.1 1.5
N -1.31129 2.41111 3.25151 2.0 0.2 -0.6
C -1.29431 3.58388 3.90458 0.6 0.1 -0.5
C -0.45000 4.47859 3.22709 0.0 -0.2 -0.4
C 0.02441 3.78027 2.10747 -0.8 -1.1 1.4
N -0.41617 2.47487 2.17819 -1.6 2.2 0.7
N -0.94272 -0.09461 3.75069 1.3 -0.1 -0.9
C -0.65161 -0.92495 4.76443 0.1 0.1 -0.6
C 0.42108 -1.73865 4.40300 0.1 0.4 -0.6
C 0.81247 -1.31313 3.13068 -1.3 0.5 0.7
N -0.02562 -0.30890 2.71945 -0.6 -1.3 1.3
H -2.95086 0.80565 2.96425 0.2 -0.1 -0.5
H -2.40127 1.25454 4.81799 0.2 -0.2 -0.6
H -1.83097 3.74434 4.83815 0.0 -0.2 -0.4
H -0.17350 5.48489 3.52409 -0.3 -0.2 -0.1
H 0.63375 4.13868 1.27884 0.0 -0.3 0.3
H -1.17817 -0.88496 5.70882 -0.1 0.1 -0.3
H 0.88383 -2.51206 4.97336 0.1 -0.2 0.3
H 1.65743 -1.64861 2.53670 -0.3 0.2 0.0
```
Forces are in eV/Å.

Values from the calculation:
LUMO: -2.1 eV
HOMO level: -10.15 eV
Frontier orbital gap: 0.2970 Eh
Total charge: +1


[5]
Here is a structure of composition C49H71ClGeN7O3SeTeW from the OMol25 dataset. Energies are from the ωB97M-V functional and the def2-TZVPD basis.

Geometry as XYZ:
```
135
Properties=species:S:1:pos:R:3:forces:R:3
W -0.40032 -0.76866 -1.15701 -1.6 -0.7 -0.5
C -3.80151 1.15183 0.70282 0.0 0.0 0.0
C -3.62653 -0.11674 -0.10748 0.0 0.2 0.2
C -3.58555 -1.35578 0.76835 0.2 0.0 0.0
C -4.74483 -0.23394 -1.13499 0.1 0.0 0.0
O -2.32276 0.05357 -0.85773 -0.4 -0.2 0.6
Ge -2.29757 0.05469 -2.70631 -0.4 0.1 -0.7
O -0.71226 0.99768 -2.44838 0.5 0.4 0.2
C -0.38371 2.17051 -3.31984 0.0 0.0 -0.1
C -0.33855 1.68938 -4.76481 0.0 0.0 0.0
C -1.52172 3.16374 -3.12217 0.0 -0.1 0.0
C 0.94572 2.79399 -2.93623 0.0 -0.1 0.1
O -1.11717 -2.41381 -1.44697 0.9 -0.2 0.5
C -1.57296 -3.79237 -1.76503 -0.2 0.1 -0.3
C -0.64914 -4.40846 -2.80628 0.0 0.1 0.1
C -1.55558 -4.62971 -0.50123 0.0 0.1 0.0
C -2.99016 -3.65976 -2.30807 0.0 0.1 0.0
H -4.69550 1.05684 1.32034 0.0 0.0 0.0
H -3.91437 2.02146 0.05402 0.0 0.0 0.0
H -2.94490 1.31583 1.34930 0.0 0.0 0.0
H -4.59886 -1.72856 0.91403 0.0 0.0 0.0
H -3.16646 -1.13870 1.74535 -0.1 0.0 -0.1
H -2.99216 -2.14609 0.31253 0.0 0.0 -0.1
H -4.78635 0.63098 -1.80221 0.0 0.0 0.0
H -4.67380 -1.14567 -1.73238 0.0 0.0 0.0
H -5.69391 -0.26740 -0.60128 0.0 0.0 0.0
H -1.25756 1.17746 -5.06185 0.0 0.0 0.0
H 0.51038 1.02879 -4.94477 0.0 0.0 0.0
H -0.22992 2.55107 -5.42316 0.0 0.0 0.0
H -2.46405 2.77659 -3.52291 0.0 0.0 0.0
H -1.30435 4.08977 -3.65288 0.0 0.0 0.0
H -1.64934 3.38423 -2.06385 0.0 0.1 0.0
H 1.06864 3.70947 -3.51315 0.0 0.0 0.0
H 1.78727 2.14971 -3.18652 0.0 0.0 0.0
H 0.97600 3.05181 -1.87823 0.0 0.0 0.0
H -0.92725 -4.14519 -3.82375 0.0 0.0 0.0
H 0.38408 -4.12020 -2.61919 -0.1 0.0 0.0
H -0.71737 -5.49306 -2.72479 0.0 0.0 0.0
H -0.54118 -4.92259 -0.22851 0.0 0.0 0.0
H -2.12245 -5.53842 -0.70318 0.0 0.0 0.0
H -2.02028 -4.11640 0.33767 0.0 0.0 0.0
H -3.05241 -2.86993 -3.06126 0.0 0.0 0.0
H -3.71843 -3.45973 -1.52380 0.0 0.0 0.1
H -3.26351 -4.59610 -2.79427 0.0 0.0 0.0
N 3.51753 1.03649 -0.80584 -0.1 0.0 0.0
C 2.33426 0.82804 -0.24154 -0.1 -0.1 -0.3
N 1.57126 0.17243 -1.11675 0.4 -0.1 0.0
C 2.39183 0.00563 -2.20586 0.0 -0.2 -0.2
N 3.58410 0.51797 -2.05342 -0.3 -0.1 0.2
C 1.90095 -0.70272 -3.39656 -0.6 -0.2 0.4
C 2.62887 -0.83037 -4.56335 -0.3 -0.2 -0.1
N 2.10826 -1.45394 -5.62155 -0.1 0.0 0.0
C 0.86883 -1.91208 -5.52216 0.0 0.1 0.2
C 0.11889 -1.80207 -4.34386 0.7 0.3 -0.1
N 0.65214 -1.22587 -3.27199 0.6 0.3 -0.3
H 4.31220 1.52126 -0.41535 0.0 0.0 0.0
H 2.04271 1.16573 0.73659 0.0 0.0 0.0
H 3.62977 -0.42805 -4.64190 0.0 0.0 0.0
H 0.43730 -2.39186 -6.39119 0.0 0.0 -0.1
H -0.88735 -2.18659 -4.27362 0.0 0.1 0.0
Cl -1.92939 0.08873 3.57883 0.1 0.0 0.0
C -1.35969 -1.53885 3.27383 0.1 0.1 0.1
C -1.59344 -2.44506 4.29646 0.0 0.0 -0.1
C -1.15984 -3.75332 4.17286 0.0 0.0 0.0
C -0.48744 -4.12990 3.02295 -0.1 0.0 0.0
C -0.26272 -3.20017 2.02190 0.1 -0.1 -0.2
C -0.69221 -1.87995 2.08638 0.0 0.1 0.2
C -0.32925 -0.84230 1.05338 -0.2 0.6 -0.2
H -2.10842 -2.11244 5.18594 0.0 0.0 0.0
H -1.33461 -4.45922 4.97236 0.0 0.0 0.0
H -0.14409 -5.14810 2.89874 0.0 0.0 0.0
H 0.26768 -3.52605 1.13705 0.0 0.0 0.0
H 0.73102 -0.59457 1.21985 -0.1 -0.1 0.1
H -0.87897 0.06991 1.29966 0.1 0.0 0.0
C -2.20678 7.04637 -1.50337 0.0 0.0 0.0
C -1.72693 7.59969 -0.16661 0.0 0.0 0.0
C -1.01599 6.55590 0.69062 0.0 0.0 0.0
C -1.94711 5.41955 1.09665 -0.1 -0.1 0.0
N -1.37440 4.60297 2.15941 0.3 -0.1 -0.1
C -0.61619 3.49472 1.97296 -0.3 0.1 0.2
Se -0.46569 2.63596 0.33949 0.2 0.1 0.1
N -0.08355 3.15053 3.16946 0.2 0.2 -0.2
C 0.92316 2.12595 3.42125 -0.2 -0.1 0.0
C 2.29165 2.67538 3.82635 0.0 0.0 0.0
C 3.23367 3.05200 2.68569 0.0 0.0 0.0
C 2.76880 4.21943 1.82404 0.0 0.0 0.0
C -0.50857 4.05836 4.13898 0.0 0.0 0.1
C -0.28770 4.11366 5.50880 0.0 0.1 0.0
C -0.88606 5.15807 6.19211 0.0 0.0 0.0
C -1.67849 6.10628 5.53491 0.0 0.0 0.0
C -1.91080 6.03775 4.17262 0.0 0.0 0.1
C -1.30965 4.98873 3.49225 -0.1 0.0 0.0
H -2.68506 7.81861 -2.10406 0.0 0.0 0.0
H -2.93416 6.24209 -1.37774 0.0 0.0 0.0
H -1.36801 6.65078 -2.08069 0.0 0.0 0.0
H -2.57337 8.01091 0.39041 0.0 0.0 0.0
H -1.04271 8.43087 -0.34418 0.0 0.0 0.0
H -0.60641 7.02146 1.59070 0.0 0.0 0.0
H -0.17053 6.13418 0.13741 0.0 0.0 0.0
H -2.13578 4.74322 0.26657 -0.1 0.1 0.0
H -2.90955 5.79896 1.44759 0.0 0.0 0.0
H 0.97340 1.52728 2.51161 0.0 -0.1 0.0
H 0.52937 1.47491 4.20132 0.0 0.0 0.0
H 2.77351 1.91093 4.44007 0.0 0.0 0.0
H 2.15452 3.54391 4.47284 0.0 0.0 0.0
H 3.41293 2.16238 2.06552 0.0 0.0 0.0
H 4.20282 3.29693 3.12501 0.0 0.0 0.0
H 1.85491 3.99174 1.27257 0.0 0.0 0.0
H 3.52978 4.49770 1.09394 0.0 0.0 0.0
H 2.57915 5.10034 2.44030 0.0 0.0 0.0
H 0.31323 3.37870 6.02409 0.0 0.0 0.0
H -0.74222 5.24129 7.25988 0.0 0.0 0.0
H -2.12728 6.90548 6.10761 0.0 0.0 0.0
H -2.53383 6.76390 3.67036 0.0 0.0 0.0
C 4.49981 -8.72736 -0.24283 0.0 0.0 0.0
C 3.95799 -7.33227 -0.31764 0.0 -0.1 -0.1
C 3.83328 -6.54795 0.81727 0.0 0.1 0.0
C 3.34091 -5.24813 0.77439 0.0 -0.2 -0.3
C 3.26847 -4.50470 2.07743 0.0 0.1 0.0
C 2.93245 -4.73479 -0.48335 0.0 -0.2 0.1
Te 2.16764 -2.80889 -0.54232 0.7 0.1 0.3
C 3.08594 -5.50551 -1.66191 0.0 0.0 0.2
C 2.76701 -5.01701 -3.04811 0.0 0.1 -0.1
C 3.59492 -6.78564 -1.54587 0.0 0.0 0.0
H 4.70113 -9.02341 0.78434 0.0 0.0 0.0
H 5.42867 -8.81008 -0.80905 0.0 0.0 0.0
H 3.79514 -9.43975 -0.67353 0.0 0.0 0.0
H 4.14014 -6.95119 1.77442 0.0 0.0 0.0
H 4.03711 -4.87615 2.75224 0.0 0.0 0.0
H 2.30438 -4.65380 2.56576 0.0 0.0 0.0
H 3.40576 -3.43237 1.95832 0.0 0.0 0.0
H 1.79469 -5.38200 -3.38153 0.1 0.0 0.0
H 3.50719 -5.39611 -3.75079 0.0 0.0 0.0
H 2.76770 -3.92933 -3.12094 0.0 0.0 0.0
H 3.72806 -7.37627 -2.44471 0.0 0.0 0.0
```
Forces are in eV/Å.

Values from the calculation:
LUMO (spin up / spin down): -5.9 / -6.7 eV
Spin multiplicity: 2
HOMO level (spin up / spin down): -11.87 / -11.87 eV
Frontier orbital gap (spin up / spin down): 0.2179 / 0.1892 Eh
Total charge: +2